85
Properties=species:S:1:pos:R:3 method="wB97M-V/def2-TZVPD" homo_lumo_gap_ev=8.75 charge=-1 de_lowest_kcal_mol=11.3 homo_ha=-0.2343
Zn -1.990 -0.422 -0.029
Cl -2.475 -2.406 -0.818
Cl -1.031 1.215 -1.333
S -4.649 0.243 1.927
Si 1.845 -1.106 -0.685
F -4.361 2.444 3.409
F -6.328 1.529 3.588
F -5.823 2.674 1.784
O 2.561 3.993 -0.808
O -0.138 2.968 3.549
O -1.110 -0.502 1.780
O -3.589 0.721 0.988
O -5.819 -0.309 1.272
O 0.735 -1.679 -1.847
O -4.131 -0.447 3.091
N -1.640 4.657 3.862
N -0.615 -0.664 3.964
N 0.914 4.401 -2.345
C -5.343 1.802 2.702
C 1.491 -2.134 0.839
C 1.564 -4.047 -2.012
C 0.916 -3.528 -4.825
C -2.984 5.175 3.701
C 0.516 -2.990 -2.370
C -0.458 4.826 -2.549
C 2.855 -4.007 -2.552
C 2.182 -6.045 -0.773
C 1.780 0.749 -0.517
C 3.835 -4.919 -2.124
C 0.649 -3.362 -6.287
C 3.656 -1.417 -1.119
C 1.548 3.620 -3.387
C 1.218 -5.100 -1.156
C 3.500 -5.936 -1.233
C -0.736 5.412 4.713
C -1.273 3.442 3.396
C -1.408 -0.922 2.930
C -0.771 -1.300 5.268
C -0.904 -1.962 -4.217
C 0.218 -2.889 -3.864
C 0.600 0.086 3.686
C 1.519 4.543 -1.132
H -0.602 5.042 -3.614
H 1.718 -4.230 -4.590
H -0.413 -2.344 5.246
H -0.441 -3.262 -1.906
H 2.787 1.185 -0.582
H 1.802 -3.181 0.695
H -2.926 6.251 3.509
H 0.286 5.106 4.487
H -1.611 -2.440 -4.915
H -3.578 5.028 4.615
H 1.204 0.070 4.599
H 1.899 -6.854 -0.105
H 0.694 -2.307 -6.589
H 1.218 4.019 -4.350
H 1.409 -3.910 -6.854
H 3.983 -2.450 -0.961
H 4.303 -0.793 -0.487
H 2.048 -1.738 1.701
H 3.880 -1.168 -2.162
H -0.502 -1.064 -4.712
H -0.333 -3.755 -6.585
H -0.191 -0.721 5.992
H 1.183 1.165 -1.345
H 0.187 -5.158 -0.801
H -2.310 -1.502 3.169
H 2.630 3.726 -3.283
H 4.861 -4.829 -2.500
H -3.470 4.664 2.867
H 0.415 -2.131 1.070
H 0.319 1.128 3.454
H -1.832 -1.293 5.547
H -0.958 5.223 5.774
H -2.079 2.905 2.858
H 1.263 2.559 -3.328
H 1.136 -0.344 2.825
H -1.165 4.044 -2.228
H -0.635 5.730 -1.950
H 4.251 -6.655 -0.902
H -0.882 6.481 4.526
H 3.097 -3.244 -3.302
H -1.430 -1.664 -3.306
H 0.950 5.241 -0.470
H 1.307 1.060 0.426